Molecular formula: H26O13
Method: DFT, ωB97M-V/def2-TZVPD

Structure (ORCA input):
```
! wB97M-V def2-TZVPD RIJCOSX def2/J DEFGRID3
* xyz 0 1
O -2.218 -0.416 2.600
H -2.064 -1.374 2.623
H -1.933 -0.236 3.509
O -2.256 3.198 -1.516
H -1.746 2.489 -1.094
H -3.025 3.083 -0.939
O -0.701 3.957 1.973
H 0.181 4.327 1.845
H -0.678 3.545 1.088
O 0.187 -2.842 -2.552
H 0.231 -3.764 -2.276
H -0.724 -2.562 -2.428
O -0.525 -0.957 0.074
H 0.010 -0.181 -0.104
H -1.209 -0.937 -0.599
O -2.838 0.519 0.089
H -3.582 -0.007 0.402
H -2.428 0.846 0.898
O 3.137 0.634 -2.039
H 2.969 -0.010 -1.354
H 2.601 0.627 -2.832
O 0.483 2.656 -0.781
H 0.685 3.414 -0.231
H 0.721 1.839 -0.316
O 2.305 -2.037 -1.328
H 2.388 -1.625 -2.198
H 3.246 -2.037 -1.104
O 1.018 -1.382 3.078
H 1.419 -2.243 3.204
H 0.299 -1.472 2.441
O 0.172 0.651 -2.630
H 0.401 1.463 -2.152
H -0.785 0.701 -2.755
O -0.862 -3.169 1.403
H -0.295 -2.891 0.674
H -1.226 -4.051 1.447
O 1.928 0.067 1.028
H 1.881 0.413 1.926
H 2.834 -0.235 0.925
*
```

Properties
Energy relative to the best compared isomer or geometry (same formula, charge and spin) ... 73.1 kcal/mol

Atom charges from the natural (NBO) analysis, given in e for atoms 1 to 6:
1. O -0.96
2. H 0.49
3. H 0.47
4. O -0.94
5. H 0.47
6. H 0.47

---

Molecular formula: H27MnO15P
Method: DFT, ωB97M-V/def2-TZVPD

Structure (ORCA input):
```
! wB97M-V def2-TZVPD RIJCOSX def2/J DEFGRID3
* xyz 4 6
O 0.005 -0.802 -3.248
H 0.542 -0.543 -2.416
H -0.751 -0.207 -3.317
H -0.250 -1.772 -3.200
O -3.170 -0.912 -0.540
H -2.154 -1.055 -0.322
H -3.658 -0.630 0.257
H -3.272 -0.244 -1.235
O -1.382 3.010 -0.931
H -2.227 3.178 -0.464
H -0.826 2.383 -0.338
H -1.621 2.536 -1.751
O -1.867 1.573 2.908
H -1.163 1.373 2.184
H -1.996 2.537 3.037
H -2.700 1.176 2.593
O 1.484 2.752 1.765
H 1.643 2.478 2.697
H 0.839 2.073 1.318
H 2.268 2.803 1.192
Mn 3.012 -0.098 -0.357
P 0.270 -0.132 0.216
O 1.550 -0.504 0.939
O -0.717 -1.251 -0.019
O 1.022 0.175 -1.077
O -0.344 1.217 0.772
O 3.500 0.380 -2.301
H 3.527 -0.256 -3.038
H 4.098 1.099 -2.574
O 1.654 -3.283 1.735
H 1.218 -3.714 0.991
H 1.477 -2.346 1.619
O -0.751 -2.944 -2.021
H -1.494 -3.548 -1.889
H -0.555 -2.567 -1.142
O 0.991 -0.961 3.542
H 0.552 -1.812 3.398
H 1.341 -0.697 2.680
O -1.355 -2.097 2.388
H -0.917 -1.557 1.705
H -1.875 -2.749 1.903
O 1.132 2.300 -2.509
H 1.734 2.113 -3.237
H 1.185 1.524 -1.912
*
```

Properties
Energy relative to the best compared isomer or geometry (same formula, charge and spin) ... 55.0 kcal/mol
⟨S²⟩ ... 8.754

Atom charges from the natural (NBO) analysis, given in e for atoms 1 to 6:
1. O -0.80
2. H 0.55
3. H 0.54
4. H 0.59
5. O -0.77
6. H 0.55

---

Molecular formula: H28O14
Method: DFT, ωB97M-V/def2-TZVPD

Structure (ORCA input):
```
! wB97M-V def2-TZVPD RIJCOSX def2/J DEFGRID3
* xyz 0 1
O -0.173 0.015 0.422
H 0.050 0.220 -0.486
H 0.327 -0.672 0.836
O 2.217 1.248 2.028
H 2.347 2.151 2.241
H 1.708 0.963 2.751
O 1.299 -1.937 -2.537
H 1.368 -2.724 -1.999
H 1.925 -1.303 -2.190
O -0.132 3.256 0.646
H -0.659 2.744 1.258
H 0.776 3.064 0.764
O 2.641 -0.745 -0.584
H 2.148 -0.963 0.196
H 3.367 -0.215 -0.269
O 0.446 0.293 4.013
H -0.179 0.412 3.290
H 0.330 -0.593 4.306
O -3.157 0.668 -0.307
H -3.063 1.517 -0.712
H -2.325 0.355 -0.084
O 1.160 -2.089 1.485
H 0.650 -2.431 2.289
H 0.934 -2.761 0.803
O -2.603 -1.978 1.524
H -2.346 -1.922 0.587
H -1.916 -2.434 1.938
O -0.874 -0.658 -3.506
H -0.079 -1.155 -3.282
H -1.372 -0.803 -2.697
O -1.587 1.615 2.340
H -2.530 1.419 2.212
H -1.220 0.970 1.707
O 0.148 1.483 -1.904
H -0.009 2.283 -2.406
H -0.088 0.877 -2.626
O 2.631 1.329 -2.800
H 3.137 1.935 -2.175
H 1.778 1.399 -2.426
O -2.070 -1.617 -1.330
H -2.789 -1.010 -1.241
H -2.220 -2.205 -2.076
*
```

Properties
Energy relative to the best compared isomer or geometry (same formula, charge and spin) ... 36.6 kcal/mol

Atom charges from the natural (NBO) analysis, given in e for atoms 1 to 6:
1. O -1.02
2. H 0.52
3. H 0.49
4. O -0.96
5. H 0.46
6. H 0.48